1.
C44H38BrN3O2PS2Sn | ωB97M-V/def2-TZVPD

```
92
Properties=species:S:1:pos:R:3:mulliken_charge:R:1
Sn 0.68 -1.47 0.82 0.24
O -3.70 0.84 4.46 -0.76
C -3.02 -0.20 5.03 0.60
C -3.27 -0.45 6.38 -0.65
C -2.62 -1.49 7.03 -0.38
C -1.72 -2.28 6.35 -0.84
C -1.47 -2.04 5.01 -0.63
C -2.11 -1.01 4.34 0.26
C -1.71 -0.74 2.90 1.24
O -0.52 -1.23 2.62 -0.27
N -2.75 -1.28 1.97 0.09
N -2.35 -1.67 0.79 0.04
C -3.17 -1.77 -0.19 -0.66
C -2.78 -2.25 -1.47 0.31
Br -1.14 -3.24 -1.54 -0.14
C -3.48 -2.15 -2.62 -1.06
C -4.69 -1.37 -2.81 0.72
C -5.66 -1.81 -3.72 -0.54
C -6.86 -1.14 -3.86 -0.53
C -7.11 0.00 -3.10 -0.43
C -6.14 0.48 -2.25 -0.86
C -4.94 -0.18 -2.11 -0.18
H -3.29 1.09 3.63 0.24
H -3.97 0.18 6.90 0.42
H -2.80 -1.66 8.08 0.37
H -1.20 -3.08 6.86 0.39
H -0.75 -2.62 4.46 0.38
H -1.76 0.37 2.74 -0.97
H -3.69 -0.90 2.06 0.33
H -4.23 -1.50 -0.07 0.72
H -3.12 -2.69 -3.49 0.38
H -5.47 -2.70 -4.31 0.41
H -7.61 -1.51 -4.55 0.37
H -8.06 0.50 -3.18 0.37
H -6.31 1.39 -1.69 0.41
H -4.17 0.23 -1.48 0.49
S 2.39 -0.26 2.58 -0.45
C 1.26 0.93 2.88 0.26
N 0.53 1.47 1.98 0.23
C -0.42 2.30 2.47 -1.44
C -1.44 2.88 1.72 0.03
C -2.42 3.60 2.37 -0.70
C -2.39 3.76 3.75 -0.59
C -1.36 3.22 4.51 -0.37
C -0.38 2.48 3.88 1.07
S 0.93 1.53 4.54 -0.32
H -1.46 2.71 0.66 0.54
H -3.24 4.00 1.80 0.39
H -3.18 4.30 4.25 0.33
H -1.35 3.34 5.59 0.42
C 5.00 1.03 -3.12 -1.59
C 5.06 -0.46 -3.18 1.14
C 6.09 -1.06 -3.90 -0.80
C 6.18 -2.43 -4.04 -0.58
C 5.22 -3.24 -3.44 -0.78
C 4.21 -2.66 -2.69 -1.17
C 4.12 -1.28 -2.55 0.51
P 2.74 -0.73 -1.45 0.65
C 3.50 0.70 -0.60 1.95
C 3.04 2.01 -0.75 -0.12
C 3.57 3.03 0.00 -0.93
C 4.59 2.77 0.90 -0.78
C 5.05 1.47 1.06 -0.64
C 4.50 0.43 0.33 0.02
C 4.97 -0.97 0.58 -2.01
C 1.52 -0.08 -2.61 0.63
C 1.68 -0.13 -3.99 -0.67
C 0.62 0.15 -4.84 -1.03
C -0.63 0.42 -4.31 -0.80
C -0.81 0.44 -2.94 -0.48
C 0.25 0.21 -2.06 0.41
C 0.07 0.31 -0.62 -0.73
H 5.54 1.48 -3.95 0.56
H 5.44 1.40 -2.19 0.24
H 3.97 1.38 -3.16 0.18
H 6.84 -0.43 -4.35 0.42
H 6.98 -2.87 -4.61 0.37
H 5.27 -4.32 -3.55 0.40
H 3.47 -3.28 -2.20 0.47
H 2.25 2.22 -1.47 0.36
H 3.19 4.04 -0.10 0.43
H 5.01 3.57 1.50 0.37
H 5.83 1.27 1.78 0.39
H 5.37 -1.05 1.59 0.52
H 5.74 -1.26 -0.14 0.29
H 4.13 -1.66 0.49 0.35
H 2.64 -0.38 -4.41 0.38
H 0.76 0.13 -5.91 0.42
H -1.48 0.62 -4.95 0.40
H -1.80 0.64 -2.54 0.46
H -0.95 0.60 -0.37 0.11
H 0.76 1.05 -0.20 0.38
```

As for the charge: -1. As for the multiplicity: 1. The value obtained for the total energy is -161645.2976 eV. As for the orbital gap: 6.12 eV. The HOMO energy comes out at -3.8 eV. The value obtained for the largest force on an atom is 1.3 eV/A.


2.
C44H38Cl24F6 | ωB97M-V/def2-TZVPD

```
112
Properties=species:S:1:pos:R:3:mulliken_charge:R:1
F 11.51 9.00 11.61 -0.34
C 11.15 10.06 10.87 0.33
C 10.30 9.87 9.77 -0.84
C 9.85 11.03 9.10 -0.62
C 10.31 12.26 9.44 -0.58
C 11.26 12.37 10.45 -0.10
C 11.63 11.32 11.22 0.20
H 10.01 8.88 9.50 0.50
H 9.17 10.91 8.30 0.48
H 10.09 13.17 8.87 0.48
H 11.64 13.36 10.65 0.20
H 12.25 11.52 12.15 0.21
F 5.62 12.93 8.96 -0.36
C 6.37 14.07 9.02 0.74
C 7.07 14.30 10.18 -0.78
C 7.77 15.49 10.24 -0.18
C 7.71 16.49 9.21 -0.53
C 6.97 16.15 8.05 -0.05
C 6.27 14.96 7.96 -0.89
H 7.09 13.50 10.88 0.50
H 8.32 15.69 11.15 0.53
H 8.31 17.42 9.22 0.17
H 6.89 16.76 7.17 0.38
H 5.64 14.65 7.16 0.47
F 14.35 15.06 6.62 -0.20
C 13.17 15.69 6.68 0.00
C 13.04 17.05 6.74 -0.16
C 11.75 17.58 6.77 -0.56
C 10.60 16.80 6.92 -0.17
C 10.74 15.38 6.98 -0.69
C 12.01 14.88 6.80 -0.36
H 13.86 17.73 6.74 0.58
H 11.62 18.69 6.92 0.24
H 9.64 17.32 7.12 0.30
H 9.98 14.66 7.12 0.62
H 12.22 13.82 6.65 0.39
F 8.68 14.28 17.00 -0.36
C 9.60 14.84 16.15 0.53
C 10.53 15.66 16.67 -0.69
C 11.48 16.21 15.84 -0.51
C 11.50 15.96 14.45 -0.50
C 10.54 15.08 13.98 0.04
C 9.59 14.50 14.80 -0.49
H 10.62 15.83 17.71 0.49
H 12.22 16.83 16.30 0.44
H 12.26 16.47 13.85 0.39
H 10.52 14.88 12.89 0.30
H 8.86 13.71 14.47 0.39
F 11.41 11.00 16.88 -0.35
C 12.33 11.35 16.01 0.37
C 12.68 12.65 15.78 -0.87
C 13.74 12.86 15.00 0.09
C 14.46 11.85 14.37 0.40
C 13.93 10.58 14.46 -0.01
C 12.90 10.30 15.32 -0.66
H 12.12 13.46 16.24 0.50
H 14.02 13.88 14.86 0.47
H 15.39 11.98 13.76 -0.49
H 14.53 9.75 13.99 0.01
H 12.58 9.28 15.46 0.53
F 15.30 12.00 9.72 -0.36
C 16.01 11.42 10.72 0.72
C 17.12 12.08 11.24 -0.63
C 17.87 11.47 12.27 -0.55
C 17.47 10.22 12.80 -0.71
C 16.34 9.68 12.24 -0.50
C 15.63 10.18 11.16 -0.42
H 17.32 13.04 10.86 0.70
H 18.74 12.00 12.61 0.39
H 17.93 9.81 13.68 0.39
H 16.05 8.70 12.50 0.52
H 14.81 9.60 10.77 0.44
C 17.12 14.46 7.35 0.37
Cl 18.37 13.27 7.96 -0.15
Cl 17.44 15.05 5.78 -0.12
Cl 17.16 15.77 8.51 -0.13
H 16.12 14.04 7.45 0.02
C 10.06 20.38 13.62 0.83
Cl 9.49 18.79 13.16 -0.02
Cl 11.11 20.35 15.02 -0.11
Cl 8.66 21.45 13.87 -0.14
H 10.60 20.86 12.85 -0.63
C 18.28 20.52 13.05 0.26
Cl 19.09 21.61 14.15 -0.13
Cl 18.82 20.76 11.38 -0.13
Cl 16.52 20.77 13.20 -0.03
H 18.49 19.50 13.32 0.02
C 17.45 16.23 14.30 -0.32
Cl 16.83 14.60 14.14 -0.01
Cl 16.39 17.16 15.35 -0.11
Cl 17.54 17.07 12.78 -0.10
H 18.41 16.28 14.67 0.49
C 15.01 20.75 9.10 -0.37
Cl 14.17 21.28 7.65 -0.14
Cl 15.31 19.03 9.01 0.05
Cl 14.17 21.33 10.58 0.06
H 15.94 21.27 9.16 0.34
C 11.77 23.87 12.55 0.92
Cl 12.81 22.52 12.92 -0.09
Cl 12.58 25.00 11.50 -0.13
Cl 11.03 24.52 14.02 -0.12
H 10.95 23.51 11.98 -0.61
C 9.76 21.30 9.32 -0.10
Cl 8.29 20.40 8.88 -0.13
Cl 10.96 20.32 10.22 0.07
Cl 9.31 22.76 10.26 -0.16
H 10.28 21.62 8.42 0.39
C 13.97 16.13 10.75 -0.05
Cl 12.40 16.26 9.94 0.40
Cl 14.07 14.63 11.68 0.21
Cl 14.25 17.52 11.83 0.05
H 14.78 16.12 10.04 -0.45
```

As for the charge: 0. As for the multiplicity: 1. The value obtained for the total energy is -363085.7202 eV. As for the orbital gap: 9.12 eV. The HOMO energy comes out at -9.0 eV. The value obtained for the largest force on an atom is 2.7 eV/A.